# C36H39N4O2

A cluster of 2 separate species, C36H39N4O2 in total (wB97M-V/def2-TZVPD, the OMol25 dataset).

The net charge is +1. Its HOMO-LUMO gap is 6.2 eV. As for the HOMO energy: -9.494 eV.

```
81
Properties=species:S:1:pos:R:3:forces:R:3
C 3.834836 -2.869041 2.154758 0.1 -0.1 0.4
C 4.997418 -1.897978 1.913022 0.2 -0.2 -0.4
N 4.702528 -0.599627 2.452551 -0.7 0.0 0.2
C 5.692931 0.441168 2.644393 0.3 0.3 -0.1
C 4.856183 1.654146 3.132531 0.7 0.6 0.1
C 3.436398 1.193649 3.049315 -1.0 0.1 -0.2
C 2.220542 1.817607 3.194392 0.5 -0.4 -0.2
C 1.005217 1.039139 3.244648 0.4 0.0 -0.2
C -0.184777 1.737011 3.625200 -0.9 -0.6 -1.9
C -1.500301 1.169083 3.715219 0.1 0.0 0.9
C -2.624755 1.999171 3.385872 -0.3 -0.5 -0.5
C -3.817848 1.407661 3.030622 1.0 -0.1 0.6
C -3.940845 0.007679 3.139485 0.1 -0.2 -0.6
N -5.125665 -0.417391 2.651618 0.3 -0.1 0.1
C -5.550017 -1.790986 2.696532 -0.1 -0.5 0.5
C -4.335618 -2.725026 2.660701 0.1 0.1 -0.4
C -3.176962 -2.308709 3.586994 0.0 -0.5 0.5
C -2.916793 -0.835176 3.607758 0.3 0.8 0.1
C -1.724586 -0.217692 3.980012 -0.5 0.1 -0.5
C -5.989108 0.678565 2.273308 -0.3 0.5 -0.1
C -5.081740 1.928819 2.430700 -0.7 0.6 -0.3
C 1.057615 -0.318914 2.788998 0.8 0.1 0.4
C 2.273942 -0.909652 2.453762 -0.3 0.6 0.3
C 3.441357 -0.160469 2.672562 0.3 -0.2 0.0
C 2.455896 -2.261930 1.850487 0.0 -0.4 -0.4
H 3.996992 -3.750051 1.526252 -0.1 0.1 0.2
H 3.859890 -3.196857 3.202755 0.0 0.1 -0.2
H 5.926011 -2.253973 2.381762 -0.3 -0.1 -0.1
H 5.214060 -1.822063 0.829513 -0.1 0.0 0.3
H 6.454378 0.126016 3.375714 -0.3 0.1 -0.1
H 6.231074 0.665054 1.709253 -0.2 -0.1 0.1
H 5.134195 1.892433 4.168978 -0.3 0.0 -0.3
H 5.038689 2.544176 2.519039 0.0 -0.2 0.1
H 2.200725 2.913450 3.232022 -0.1 -0.4 0.3
H -0.178183 2.762440 3.278434 -0.1 -0.1 0.2
H -2.519815 3.081626 3.336471 0.2 -0.2 -0.2
H -6.112753 -1.989102 3.628695 0.0 0.2 -0.3
H -6.230118 -1.990342 1.852580 0.3 0.1 0.3
H -4.669652 -3.736145 2.919887 0.1 0.2 -0.1
H -3.962189 -2.754987 1.628405 -0.1 0.0 0.2
H -3.366475 -2.653015 4.613977 0.0 0.0 -0.2
H -2.274099 -2.826237 3.244210 -0.1 0.0 0.2
H -0.929075 -0.808498 4.438187 -0.2 0.1 -0.3
H -6.335918 0.567213 1.234557 0.1 -0.1 0.3
H -6.881365 0.731279 2.919300 0.2 -0.1 -0.1
H -5.557057 2.684260 3.065399 0.1 -0.1 -0.2
H -4.923036 2.375240 1.437501 0.1 0.0 0.4
H 0.145717 -0.906401 2.660245 0.3 0.3 0.0
H 2.356294 -2.191455 0.755615 -0.1 0.0 0.2
H 1.664082 -2.918674 2.220030 0.1 -0.1 -0.2
O 3.773393 1.527314 6.109385 -0.2 0.6 1.6
C 3.679804 2.005598 7.237587 -0.3 -0.7 -0.9
C 4.730760 2.570569 8.114892 0.7 0.2 0.0
C 4.110162 3.239256 9.157971 0.4 0.6 0.1
C 4.836215 3.990561 10.065261 0.0 -0.3 0.1
C 6.233242 3.912821 10.001449 -0.1 -0.1 -0.3
C 6.868832 3.204737 8.965772 -0.3 0.2 0.1
C 6.110868 2.580110 7.966018 -0.2 -0.1 0.2
C 2.641039 3.104714 9.003319 -1.0 0.2 0.4
O 1.727311 3.675737 9.583566 1.3 -1.0 -0.9
N 2.484210 2.167008 7.955242 -0.9 0.3 -0.6
C 1.144837 1.979008 7.327088 0.8 0.2 1.3
C 0.658940 3.291866 6.736215 0.2 0.8 -0.4
C -0.667821 3.912481 7.180199 0.1 -0.2 0.1
C -1.120433 4.696623 5.917531 -0.6 -0.2 0.1
C -0.012762 4.498015 4.874900 0.2 -0.2 0.9
N 0.504221 3.159413 5.279292 0.6 1.1 0.1
H 4.300387 4.597390 10.789594 0.3 -0.1 0.1
H 6.835631 4.419996 10.752010 -0.1 -0.1 -0.2
H 7.958038 3.167535 8.938350 -0.3 0.0 -0.1
H 6.557056 2.085946 7.107550 0.1 0.1 0.2
H 1.264778 1.183097 6.587678 -0.2 0.2 0.1
H 0.471910 1.681747 8.138772 0.1 -0.2 -0.2
H 1.411817 4.089916 6.935899 -0.1 -0.5 -0.1
H -1.348320 3.095008 7.445364 -0.2 0.3 -0.1
H -0.529491 4.550420 8.064956 -0.1 -0.3 -0.3
H -2.028495 4.225134 5.524569 0.0 0.2 0.1
H -1.357483 5.744362 6.120665 0.1 -0.2 -0.1
H -0.403113 4.538916 3.851908 0.3 0.0 0.1
H 0.794107 5.242985 5.008856 -0.4 -0.1 -0.3
H 1.445232 3.037686 4.909901 -0.2 -0.1 0.0
```
Positions in Å, forces in eV/Å.

***

# C36H39N5O8V

A structure of composition C36H39N5O8V (wB97M-V/def2-TZVPD, the OMol25 dataset).

Its HOMO-LUMO gap (spin up / spin down) is 5.3 / 6.1 eV. As for the HOMO energy (spin up / spin down): -6.943 / -7.735 eV. As for the multiplicity: 4. The calculation puts the energy above the lowest of the compared OMol25 structures with the same formula, charge and spin at 121.43 kJ/mol.

```
89
Properties=species:S:1:pos:R:3:forces:R:3
V -0.449329 0.058692 0.407224 -0.5 0.0 0.1
C -2.811740 0.511831 -0.764129 0.2 0.0 0.3
C -2.333783 1.387239 0.259565 -0.1 0.1 -0.1
C -1.291444 2.200719 -0.343754 -0.3 0.0 -0.2
C -1.281149 1.821093 -1.733365 0.2 -0.3 0.0
C -2.240332 0.850407 -2.010361 0.3 0.0 0.2
C -2.789060 0.473448 -3.376027 0.0 0.0 -0.1
C -3.963294 1.434865 -3.648343 0.0 0.0 0.0
C -3.352210 -0.951019 -3.420264 0.0 0.0 0.0
C -1.770737 0.683670 -4.503992 0.0 0.0 0.0
C -0.713085 3.593125 0.001903 0.1 0.1 -0.1
C -1.892118 4.580861 0.037913 0.0 0.0 0.0
C 0.137001 3.760831 1.268640 0.0 0.0 0.0
C 0.215848 4.069818 -1.133066 0.0 0.0 -0.1
C -3.119448 1.425966 1.580922 -0.1 -0.1 0.1
C -4.478781 2.094680 1.305644 0.0 0.0 0.0
C -2.456118 2.154614 2.747032 0.0 0.0 0.0
C -3.394660 -0.006552 2.076114 0.0 0.0 0.0
H -3.601702 -0.208896 -0.613457 0.0 0.0 0.0
H -0.626588 2.262424 -2.467351 -0.1 0.0 0.0
H -4.748044 1.300628 -2.901934 0.0 0.0 0.0
H -4.392841 1.257819 -4.637941 0.0 0.0 0.0
H -3.626497 2.470941 -3.594658 0.0 0.0 0.0
H -4.112037 -1.096897 -2.651317 0.0 0.0 0.0
H -2.591259 -1.720254 -3.277575 0.0 0.0 0.0
H -3.821134 -1.131723 -4.389935 0.0 0.0 0.0
H -1.472368 1.731240 -4.564642 0.0 0.0 0.0
H -2.215862 0.413509 -5.463996 0.0 0.0 0.0
H -0.857418 0.099379 -4.388177 0.0 -0.1 0.0
H -2.529602 4.425933 0.906685 0.0 0.0 0.0
H -2.509170 4.469392 -0.856255 0.0 0.0 0.0
H -1.523098 5.609171 0.078193 0.0 0.0 0.0
H -0.272414 3.311393 2.161209 -0.1 0.0 0.1
H 0.267053 4.830642 1.452559 0.0 0.0 0.0
H 1.130478 3.336771 1.122735 0.0 0.0 0.0
H -0.331547 4.303951 -2.047136 0.0 0.0 0.0
H 0.977802 3.323554 -1.369641 0.0 0.0 0.0
H 0.729463 4.978785 -0.815772 0.0 0.0 0.0
H -4.345503 3.107080 0.924654 0.0 0.0 0.0
H -5.069125 2.150274 2.224187 0.0 0.0 0.0
H -5.046636 1.532069 0.563704 0.0 0.0 0.0
H -2.367469 3.223059 2.568577 0.1 0.0 0.0
H -1.466520 1.757306 2.971798 0.1 0.0 0.0
H -3.078563 2.028457 3.636270 0.0 0.0 0.0
H -3.953872 -0.600006 1.355067 0.0 0.0 0.0
H -3.974037 0.021213 3.001851 0.0 0.0 0.0
H -2.461235 -0.540372 2.289506 0.0 0.0 0.0
O 4.155653 -6.038501 0.731423 0.1 0.2 0.0
N 3.870784 -5.002853 1.293416 -0.3 -0.3 0.1
O 4.413963 -4.574513 2.292690 0.2 0.0 -0.1
C 2.757250 -4.210014 0.743230 0.2 -0.1 -0.4
C 2.558013 -4.298576 -0.593836 -0.1 0.1 0.4
C 1.594965 -3.453310 -1.231086 0.1 0.1 0.1
C 1.377970 -3.450409 -2.623492 -0.1 0.1 0.1
C 0.503168 -2.538238 -3.147299 0.0 0.0 0.1
C -0.104178 -1.612247 -2.284178 0.1 0.0 -0.4
N 0.079206 -1.598924 -0.985376 0.2 0.4 0.4
C 0.905997 -2.523547 -0.446245 -0.2 -0.3 -0.2
C 1.032368 -2.543381 0.986925 0.0 -0.1 0.0
N 0.205911 -1.719230 1.661064 0.0 0.2 0.0
C 0.279850 -1.698400 2.978960 0.0 -0.1 0.0
C 1.173001 -2.502155 3.694675 0.0 0.0 -0.1
C 2.033732 -3.331975 3.019196 -0.1 0.0 0.1
C 1.977918 -3.369959 1.612598 -0.1 0.0 -0.1
H 3.160026 -4.970215 -1.186944 0.1 0.0 0.0
H 1.914208 -4.148187 -3.253370 0.0 0.0 0.0
H 0.297976 -2.480748 -4.206572 0.0 0.0 0.0
H -0.740206 -0.826291 -2.651560 0.0 0.0 -0.1
H -0.366996 -0.996464 3.489918 0.0 0.0 0.0
H 1.190639 -2.438796 4.773041 0.0 0.0 0.0
H 2.749277 -3.937986 3.554029 -0.1 0.0 0.0
O 1.965203 1.358170 3.596950 0.0 -0.1 -0.2
C 1.767628 0.909747 2.479005 0.2 0.1 0.4
O 0.661345 0.938045 1.837794 -0.1 -0.1 -0.6
C 2.901100 0.171125 1.777086 0.0 -0.1 0.1
C 3.910020 -0.389693 2.555259 0.0 -0.1 -0.2
C 4.847274 -1.214152 1.954137 -0.2 -0.1 0.0
C 4.855673 -1.493297 0.597911 -0.3 0.2 0.2
C 3.855052 -0.887482 -0.139560 -0.1 -0.1 -0.1
C 2.885114 -0.064741 0.411905 0.1 -0.2 0.1
N 3.745480 -1.205568 -1.577242 0.4 0.6 0.0
O 4.509638 -2.021616 -2.040596 0.1 -0.4 0.0
O 2.921761 -0.592864 -2.223644 -0.2 0.0 0.0
N 5.865000 -1.868711 2.798828 0.6 0.7 0.0
O 5.793364 -1.685713 3.996581 -0.2 -0.3 -0.1
O 6.763832 -2.452867 2.230752 -0.2 -0.2 0.0
H 3.925705 -0.201394 3.618405 0.0 0.0 0.0
H 5.581686 -2.155024 0.153207 0.0 0.0 0.0
H 2.098831 0.329835 -0.216884 0.1 0.1 -0.1
```
Positions in Å, forces in eV/Å.

***

no.,F_max (eV/A)
1,2.16
2,0.92